Record 1
{
  "formula": "C7H20O2P3",
  "method": "ωB97M-V/def2-TZVPD",
  "symbols": ["P", "P", "P", "O", "O", "C", "C", "C", "C", "C", "C", "C", "H", "H", "H", "H", "H", "H", "H", "H", "H", "H", "H", "H", "H", "H", "H", "H", "H", "H", "H", "H"],
  "xyz": [[-0.182700, -0.428049, -0.574918], [1.674501, 0.912215, -0.994969], [-2.011939, -1.818767, -0.313418], [-2.961851, 2.535446, -0.689404], [-1.327077, -3.305810, -0.661626], [-2.922116, 1.392536, -1.635141], [-2.570429, 1.261702, -0.219773], [2.382723, 1.526576, 0.612306], [2.724732, 0.497275, 1.695696], [-2.098396, -1.875207, 1.537410], [-1.126665, 1.111210, 0.160835], [2.980964, -0.266398, -1.549437], [-3.279059, 0.720008, 0.414539], [0.288901, -0.778182, 0.795119], [-0.653338, 2.052487, -0.129755], [0.557560, -1.602671, -1.105324], [3.402397, 0.920809, 2.444388], [3.912914, 0.278287, -1.725152], [-1.091816, 0.963356, 1.245006], [-1.198074, -1.462187, 2.006079], [1.684277, 2.274065, 0.997325], [-2.977296, -1.322957, 1.877347], [3.173699, -1.093457, -0.859049], [3.223186, -0.369624, 1.256570], [-0.615313, -0.097989, -1.932592], [2.650886, -0.680769, -2.503518], [1.825700, 0.137548, 2.193668], [-0.498489, -3.431340, -0.179192], [-2.222700, -2.915417, 1.847701], [-3.937967, 1.328987, -2.002211], [-2.108741, 1.478904, -2.344927], [3.301526, 2.057410, 0.336416]],
  "forces_ev_per_a": [[0.5577, -0.0739, 0.2192], [-0.2451, 0.3819, -0.3280], [-0.3693, 0.0211, -0.2062], [0.0695, -0.0419, -0.1154], [-0.0271, -0.1623, 0.2778], [-0.2632, 1.8424, 0.3448], [0.0305, -0.9334, -0.2259], [0.2365, -0.3012, 0.0861], [-0.0188, 0.0565, -0.0915], [-0.0391, -0.0602, -0.0175], [-0.4113, -0.3130, 0.1706], [0.0105, -0.0328, 0.1262], [-0.0994, 0.3702, -0.0549], [-0.0311, 0.0016, -0.0926], [0.2946, -0.1123, 0.0851], [0.0094, 0.0586, 0.0027], [-0.0660, -0.0025, 0.0409], [0.0155, -0.0403, 0.0089], [0.3017, 0.2411, 0.0323], [-0.0087, -0.0380, 0.0353], [0.0415, 0.0146, -0.0009], [0.0561, 0.0319, 0.0467], [-0.0492, -0.0287, -0.0325], [-0.0005, -0.0044, 0.0600], [-0.1067, 0.0612, 0.0271], [0.0286, -0.0580, 0.0404], [0.0295, -0.0276, 0.0072], [0.1834, 0.1180, -0.1691], [-0.0235, 0.0219, 0.0061], [0.1114, -0.9577, -0.1793], [-0.1323, -0.1403, -0.1098], [-0.0850, 0.1076, 0.0062]],
  "total_charge": -1
}



Record 2
{
  "formula": "C9H17N3O2S",
  "method": "ωB97M-V/def2-TZVPD",
  "symbols": ["S", "O", "O", "N", "N", "N", "C", "C", "C", "C", "C", "C", "C", "C", "C", "H", "H", "H", "H", "H", "H", "H", "H", "H", "H", "H", "H", "H", "H", "H", "H", "H"],
  "xyz": [[-1.630861, 1.865270, -1.130749], [1.724058, 0.000670, -2.051500], [2.372065, 2.186654, -2.042601], [0.227449, 0.496989, 0.248599], [0.475025, -0.862437, 0.646357], [-1.579704, -0.637545, -0.312392], [1.470105, 1.235753, 0.051724], [1.498127, 2.733009, 0.517850], [-3.203766, 1.212745, -1.835960], [-0.884138, -1.589502, 0.531638], [-0.760951, -3.006019, -0.136894], [1.910715, 1.212870, -1.504146], [-0.982342, 0.498355, -0.331283], [2.665876, 0.517229, 0.779881], [-1.503661, -1.840799, 1.865337], [1.949218, 2.767318, 1.555075], [1.278999, -0.535654, -1.375089], [-0.126464, -2.931510, -1.114792], [-1.784130, -3.280338, -0.325967], [2.199638, 3.115929, -0.142863], [2.774344, -0.445215, 0.362175], [0.624339, -0.997252, 1.608918], [-1.163736, -2.841970, 2.272582], [-0.258449, -3.706219, 0.602004], [-1.017430, -0.971807, 2.429673], [-3.034516, 1.121570, -2.879902], [3.450849, 0.983402, 0.306900], [2.697469, 0.402294, 1.865671], [0.494083, 3.092425, 0.603939], [-3.218096, 0.264720, -1.319206], [-2.595575, -1.883184, 1.887502], [-4.068540, 1.822250, -1.632480]],
  "forces_ev_per_a": [[-0.3244, 1.7526, -0.5362], [0.1115, 0.5991, -0.2697], [-0.1734, -1.3611, -0.2045], [1.6226, -0.1487, 2.4371], [-1.4976, -2.2272, -1.5516], [-1.5060, -0.3782, 0.2843], [0.9668, 0.7239, -0.0348], [-0.3064, -2.9487, 2.5127], [1.2646, -0.1325, 1.0102], [1.3251, -0.2907, -2.7642], [2.2768, 1.2068, -0.6456], [-0.5511, 0.6667, 1.4093], [-0.9357, -1.7003, -0.6690], [-2.0171, -0.4651, -0.7466], [1.1346, 0.5744, 1.8551], [-0.5798, -0.0506, -1.0237], [0.0632, -0.3827, -0.0597], [-1.3272, -0.3231, 1.6883], [-0.2631, -0.5465, -0.2921], [0.6473, 1.7901, -1.1817], [-0.1241, -1.4198, -0.1994], [1.0322, 0.9310, 1.5277], [-0.1340, 1.3376, -0.2017], [-0.6192, 0.7031, -1.1181], [-1.5904, -1.2369, 0.4067], [-0.0447, -0.2835, -0.8635], [2.4531, 1.6246, 0.0208], [-0.2031, 0.7286, -0.2058], [-0.3412, 0.8641, -0.5434], [-0.6116, -0.5048, -0.2421], [0.2176, 0.5320, -0.1278], [0.0346, 0.3657, 0.3294]],
  "smiles": "CSC1=NC(C)(C)NN1C(C)(C)C(=O)O",
  "de_lowest_ev": 2.955
}



Record 3
{
  "formula": "C26H23BrN4O6STa",
  "method": "ωB97M-V/def2-TZVPD",
  "symbols": ["Ta", "Br", "S", "O", "O", "O", "O", "O", "O", "N", "N", "N", "N", "C", "C", "C", "C", "C", "C", "C", "C", "C", "C", "C", "C", "C", "C", "C", "C", "C", "C", "C", "C", "C", "C", "C", "C", "C", "C", "H", "H", "H", "H", "H", "H", "H", "H", "H", "H", "H", "H", "H", "H", "H", "H", "H", "H", "H", "H", "H", "H", "H"],
  "xyz": [[0.381065, 0.481399, 1.594397], [5.821660, 2.459165, -3.465418], [0.994406, -2.552047, 0.197314], [2.167113, 0.602969, 0.266639], [0.214325, 1.280619, 3.217108], [0.271033, -1.257502, 0.909089], [-5.267133, 3.183577, -1.190509], [1.104452, 2.737977, 4.729743], [0.801687, 2.222951, 0.619850], [3.122870, 4.903051, -1.558785], [-6.623527, 2.511961, 0.520536], [-1.683829, 1.150302, 1.159029], [2.201585, -0.226790, 3.128643], [1.565744, -1.250807, -4.066574], [-2.422071, -4.538604, -0.397477], [-0.869938, -5.966009, 0.805796], [1.147778, 1.694561, 4.218505], [3.686725, 2.168290, -1.636441], [2.377474, -2.219108, -3.491947], [4.060324, 4.403236, -2.366866], [2.446647, 4.072210, -0.788047], [-4.198129, 2.101100, 0.518083], [-3.189834, 2.973407, 0.922093], [-1.954857, 2.476210, 1.241156], [-5.452767, 2.666561, -0.113561], [2.160893, 0.593642, 4.373951], [-2.110126, -5.754790, 0.220750], [-0.251826, -3.751054, 0.171724], [0.078226, -4.954076, 0.795429], [0.337172, -1.005013, -2.010954], [2.664286, 2.685378, -0.826020], [-3.926331, 0.734548, 0.473297], [4.414986, 3.046826, -2.389108], [1.897210, 1.827815, -0.004693], [-1.489796, -3.525131, -0.439291], [0.553771, -0.639447, -3.327989], [-2.668656, 0.293100, 0.795620], [1.155243, -1.987583, -1.461074], [2.183325, -2.594483, -2.169041], [4.546910, 5.103639, -3.036128], [-2.424575, -0.762019, 0.778293], [3.121253, 1.044293, 4.610566], [-3.389409, -4.400617, -0.861599], [1.727583, 4.510438, -0.105188], [-1.705407, -2.599189, -0.956909], [-7.457669, 2.885278, 0.090162], [3.169813, -2.681789, -4.064926], [-1.156386, 3.132135, 1.553709], [-4.679696, 0.022951, 0.162565], [1.053212, -5.104534, 1.244507], [2.230524, -1.212202, 3.380536], [-0.073130, 0.114785, -3.786046], [-2.843447, -6.550996, 0.227960], [-0.459153, -0.536312, -1.445836], [-3.362676, 4.040441, 0.963257], [3.067994, -0.038316, 2.624840], [2.815555, -3.349184, -1.713735], [1.855589, -0.012596, 5.227084], [3.878516, 1.103829, -1.684301], [-0.638271, -6.914632, 1.270996], [-6.697340, 2.123713, 1.445089], [1.719032, -0.967526, -5.099850]],
  "forces_ev_per_a": [[1.4096, 2.1466, -1.8889], [0.0458, -0.0023, -0.0868], [-0.2607, -0.0617, -0.2347], [-0.7991, -0.2792, 0.8327], [-0.6203, 0.6643, 1.0774], [-0.1644, -1.1781, 0.0949], [0.0006, 0.0292, 0.0002], [-0.3382, 0.2345, 0.0744], [0.0293, -0.4299, 0.2475], [0.0760, -0.0925, -0.0755], [0.0788, -0.0181, -0.0468], [0.8100, -0.7562, 0.1188], [-0.2238, 0.2811, -0.3488], [0.0102, -0.0094, 0.0114], [-0.0084, -0.0310, -0.0040], [-0.0240, -0.0629, -0.0148], [0.4134, -0.2698, -0.0048], [-0.0068, -0.2548, 0.1016], [-0.0162, -0.0133, -0.0367], [-0.2141, 0.1262, 0.1928], [0.0460, 0.0967, -0.1851], [0.0176, -0.0324, -0.1698], [-0.0624, 0.0930, 0.0459], [-0.0941, -0.0260, 0.0468], [-0.1551, -0.0195, 0.0673], [0.0051, -0.2687, -0.0868], [0.0416, 0.0049, -0.0186], [-0.0422, 0.0772, 0.1804], [-0.0684, 0.0158, 0.0518], [0.0285, -0.0669, -0.0952], [-0.0251, 0.0950, 0.0167], [-0.0829, -0.0507, 0.0348], [0.0804, 0.0757, -0.1997], [-0.1606, -0.0768, 0.3018], [0.0055, -0.1497, -0.0331], [0.0002, -0.0100, -0.0310], [0.0097, 0.0566, 0.0452], [0.0689, 0.2740, 0.0752], [0.0156, 0.0070, -0.0276], [0.0588, 0.0216, 0.0586], [0.0442, 0.0095, -0.0390], [0.0789, -0.0314, -0.0291], [0.0091, -0.0276, 0.0007], [-0.0368, -0.0147, -0.0463], [0.0245, 0.0018, -0.0027], [0.0083, 0.0136, -0.0099], [-0.0279, 0.0006, -0.0127], [0.0204, -0.0242, 0.0208], [-0.0140, 0.0150, 0.0214], [-0.0399, 0.0231, 0.0191], [-0.0275, -0.0192, -0.1151], [0.0169, -0.0194, -0.0016], [-0.0049, 0.0259, 0.0131], [-0.0213, -0.0132, 0.0190], [-0.0062, -0.0021, -0.0130], [0.0252, -0.1053, 0.0262], [0.0073, 0.0456, -0.0060], [0.0229, -0.0716, -0.0090], [0.0215, 0.0193, 0.0609], [-0.0115, 0.0090, -0.0205], [0.0177, 0.0176, 0.0126], [0.0082, 0.0084, 0.0232]],
  "de_lowest_ev": 0.556,
  "total_charge": 3
}



The records above give, respectively, highest occupied orbital energy values of -0.10569; -0.30618; -0.60721 Eh.
The records above give, respectively, orbital gap values of 6.48; 8.98; 5.82 eV.